Computed, not measured: C18H24N4O2 in the gas phase at a distorted geometry, with ωB97M-V/def2-TZVPD.

The geometry in XYZ format:
```
48
Properties=species:S:1:pos:R:3:lowdin_charge:R:1
C 0.01 -0.03 7.04 -0.03
C 0.40 0.65 5.65 -0.35
C -0.88 0.95 4.80 -0.18
C -0.56 1.25 3.50 -0.31
N 0.35 0.40 2.88 -0.15
C 0.11 -0.89 2.18 -0.19
C -0.41 -0.47 0.79 -0.24
C 0.46 0.00 -0.15 -0.35
N 0.03 0.27 -1.38 0.06
C 0.40 -0.49 -2.64 -0.29
O 0.94 -1.59 -2.51 0.07
C -0.39 0.13 -3.69 -0.16
N -1.40 0.74 -3.34 0.17
N -2.06 1.31 -4.45 0.13
C -2.06 1.00 -5.73 -0.39
O -2.44 1.78 -6.63 0.04
C -0.91 0.19 -6.20 -0.12
C -0.83 -0.03 -7.44 0.10
C 0.44 -1.13 -7.80 0.12
C 0.98 -1.67 -6.64 -0.13
C 0.78 -1.30 -5.44 -0.14
C -0.04 -0.39 -5.10 -0.03
C 1.83 0.41 3.61 -0.10
C 1.53 -0.19 5.03 -0.18
H 0.94 -0.01 7.55 0.07
H -0.59 0.62 7.42 0.01
H -0.49 -0.90 6.87 0.05
H 0.71 1.65 5.77 0.11
H -1.20 -0.25 4.84 0.17
H -1.62 1.44 5.13 0.06
H -1.40 1.27 2.90 0.10
H -0.20 2.32 3.58 0.16
H -0.89 -1.35 2.76 0.15
H 0.82 -1.74 2.30 0.12
H -1.39 0.07 0.90 0.13
H -0.83 -1.67 0.52 0.18
H 0.93 0.59 0.36 0.03
H 1.40 -0.88 -0.27 0.22
H -0.44 1.18 -1.54 0.14
H -2.70 1.92 -4.22 0.09
H -1.36 0.34 -8.17 0.05
H 0.41 -1.23 -8.75 0.01
H 1.87 -2.35 -7.01 0.16
H 1.51 -1.59 -4.60 0.16
H 2.62 -0.26 3.16 0.11
H 2.07 1.55 3.69 0.13
H 1.04 -1.23 4.85 0.13
H 2.52 -0.43 5.61 0.14
```

## Properties
**HOMO energy**: -7.8 eV
**Maximum force**: 13.10 eV Å⁻¹
**SMILES**: CC1CCN(CCCNC(=O)c2n[nH]c(=O)c3ccccc23)CC1
**HOMO-LUMO gap**: 7.17 eV
**DFT total energy**: -1069.3294 Eh
**Lowest unoccupied orbital energy**: -0.665 eV